Entry 1:
C32H54N8 | ωB97M-V with the def2-TZVPD basis set

Atoms and positions in Å:
C1 -7.240 0.783 -7.045
C2 -6.112 1.525 -6.326
C3 -5.093 2.281 -7.246
C4 -3.778 2.204 -6.541
N1 -2.748 2.039 -5.988
H1 -6.819 0.309 -7.931
H2 -8.086 1.381 -7.384
H3 -7.788 0.068 -6.432
H4 -5.570 0.823 -5.694
H5 -6.496 2.211 -5.571
H6 -5.464 3.288 -7.436
H7 -5.017 1.743 -8.191
C5 -2.259 4.865 3.090
C6 -3.128 4.223 4.171
C7 -2.488 2.963 4.742
C8 -1.382 3.315 5.668
N2 -0.512 3.604 6.394
H8 -1.252 5.098 3.436
H9 -2.736 5.786 2.756
H10 -2.177 4.135 2.284
H11 -4.058 3.867 3.729
H12 -3.465 4.847 4.999
H13 -2.065 2.353 3.944
H14 -3.190 2.370 5.328
C9 0.150 -1.490 -0.636
C10 -0.610 -0.420 -1.465
C11 -0.376 1.039 -0.911
C12 1.015 1.549 -1.010
N3 2.156 1.965 -1.107
H15 1.231 -1.397 -0.530
H16 0.074 -2.468 -1.113
H17 -0.158 -1.519 0.409
H18 -1.654 -0.718 -1.554
H19 -0.275 -0.406 -2.502
H20 -0.590 1.128 0.154
H21 -1.130 1.613 -1.449
C13 1.391 8.659 -1.000
C14 2.698 8.141 -1.415
C15 3.886 9.041 -1.193
C16 3.954 9.468 0.187
N4 4.030 9.754 1.334
H22 0.615 7.968 -0.671
H23 0.980 9.426 -1.656
H24 1.521 9.167 -0.044
H25 2.662 7.869 -2.470
H26 2.792 7.187 -0.896
H27 3.666 9.919 -1.801
H28 4.820 8.570 -1.500
C17 0.304 -3.605 -8.292
C18 -0.302 -2.655 -7.253
C19 -1.697 -2.902 -6.698
C20 -2.734 -2.779 -7.752
N5 -3.526 -2.587 -8.540
H29 -0.217 -3.779 -9.234
H30 0.372 -4.606 -7.865
H31 1.310 -3.220 -8.457
H32 -0.328 -1.648 -7.670
H33 0.377 -2.622 -6.401
H34 -1.976 -2.230 -5.886
H35 -1.832 -3.928 -6.355
C21 0.051 -2.237 8.478
C22 1.556 -2.114 8.568
C23 2.191 -1.153 7.554
C24 1.807 -1.264 6.090
N6 1.444 -1.321 4.993
H36 -0.217 -2.796 7.581
H37 -0.490 -1.299 8.350
H38 -0.349 -2.663 9.398
H39 1.992 -3.101 8.416
H40 1.699 -1.711 9.571
H41 3.274 -1.115 7.671
H42 1.727 -0.174 7.677
C25 1.215 -6.776 2.572
C26 -0.314 -6.777 2.196
C27 -1.135 -7.864 2.884
C28 -1.014 -7.817 4.352
N7 -0.876 -7.616 5.471
H43 1.720 -5.830 2.377
H44 1.787 -7.536 2.039
H45 1.295 -7.023 3.631
H46 -0.511 -6.774 1.124
H47 -0.635 -5.804 2.567
H48 -0.773 -8.854 2.604
H49 -2.208 -7.930 2.701
N8 5.227 -2.270 1.760
C29 6.072 -1.670 0.893
C30 7.276 -2.382 0.867
C31 7.158 -3.351 1.879
C32 5.889 -3.288 2.357
H50 4.302 -2.048 2.098
H51 5.772 -0.770 0.376
H52 8.124 -2.260 0.210
H53 7.883 -4.133 2.051
H54 5.385 -3.847 3.130

Output
E_HOMO in Eh: -0.293
Charge: 0
SMILES string: c1cc[nH]c1.CCCC#N.CCCC#N.CCCC#N.CCCC#N.CCCC#N.CCCC#N.CCCC#N
Multiplicity: 1
ΔE to the lowest compared entry with this formula, charge and spin in kJ/mol: 243.27

***

Entry 2:
C32H55BGeN8OOsS | ωB97M-V with the def2-TZVPD basis set

Atoms and positions in Å:
Os1 -0.018 -0.004 -0.034
C1 2.581 0.782 -2.790
C2 2.430 2.134 -2.074
C3 3.516 3.097 -2.564
C4 2.466 1.945 -0.568
C5 3.372 2.502 0.331
C6 2.996 2.036 1.577
N1 1.923 1.249 1.426
N2 1.582 1.182 0.128
B1 1.151 0.505 2.528
N3 -0.313 0.982 2.513
C7 -0.984 1.552 3.526
C8 -2.271 1.823 3.104
C9 -2.328 1.383 1.788
N4 -1.106 0.870 1.441
C10 -3.512 1.440 0.851
C11 -3.888 0.005 0.366
C12 -4.736 2.110 1.486
N5 1.197 -0.997 2.221
C13 1.695 -1.954 3.012
C14 1.556 -3.166 2.375
C15 0.946 -2.886 1.156
N6 0.729 -1.527 1.084
C16 0.597 -3.908 0.076
C17 -0.892 -3.922 -0.225
C18 1.040 -5.320 0.469
H1 2.515 0.920 -3.882
H2 1.751 0.071 -2.471
H3 3.555 0.322 -2.547
H4 1.447 2.565 -2.335
H5 4.520 2.705 -2.333
H6 3.396 4.083 -2.087
H7 3.435 3.234 -3.652
H8 4.200 3.157 0.116
H9 3.471 2.257 2.521
H10 1.639 0.718 3.596
H11 -0.569 1.755 4.502
H12 -3.056 2.279 3.687
H13 -3.214 2.039 -0.023
H14 -4.191 -0.620 1.217
H15 -2.983 -0.482 -0.154
H16 -4.721 0.049 -0.354
H17 -5.082 1.544 2.366
H18 -5.559 2.163 0.758
H19 -4.490 3.138 1.795
H20 2.134 -1.783 3.984
H21 1.866 -4.127 2.753
H22 1.135 -3.618 -0.844
H23 -1.464 -4.207 0.671
H24 -1.110 -4.642 -1.030
H25 -1.222 -2.941 -0.557
H26 0.519 -5.655 1.381
H27 2.127 -5.343 0.647
H28 0.815 -6.026 -0.344
C19 -1.600 2.691 -5.972
C20 -2.268 3.297 -4.738
C21 -2.644 2.250 -3.683
C22 -1.424 1.562 -3.055
Ge1 -1.992 0.274 -1.695
C23 -2.437 -1.559 -2.249
C24 -3.442 -1.643 -3.405
C25 -2.807 -1.334 -4.764
C26 -3.836 -1.429 -5.888
H29 -1.400 3.486 -6.707
H30 -2.262 1.943 -6.436
H31 -0.639 2.219 -5.718
H32 -3.193 3.800 -5.065
H33 -1.604 4.057 -4.291
H34 -3.332 1.515 -4.132
H35 -3.197 2.764 -2.876
H36 -0.808 2.331 -2.560
H37 -0.799 1.037 -3.793
H38 -3.134 0.911 -0.954
H39 -2.887 -2.026 -1.360
H40 -1.525 -2.125 -2.499
H41 -4.301 -0.981 -3.197
H42 -3.813 -2.682 -3.453
H43 -1.996 -2.056 -4.960
H44 -2.369 -0.328 -4.779
H45 -4.268 -2.441 -5.930
H46 -3.353 -1.214 -6.853
H47 -4.644 -0.697 -5.729
O1 0.877 -0.137 -1.541
C27 -3.182 -3.946 5.241
C28 -3.546 -3.579 3.839
C29 -4.682 -3.971 3.227
C30 -4.854 -3.509 1.857
N7 -3.991 -2.762 1.221
C31 -2.857 -2.383 1.865
S1 -1.648 -1.418 1.174
N8 -2.663 -2.798 3.149
C32 -6.103 -3.920 1.130
H48 -3.948 -4.569 5.706
H49 -3.064 -3.048 5.853
H50 -2.241 -4.503 5.259
H51 -5.435 -4.588 3.692
H52 -1.801 -2.490 3.588
H53 -6.747 -4.539 1.754
H54 -5.830 -4.484 0.235
H55 -6.655 -3.026 0.830

Output
E_HOMO (spin up / spin down) in Eh: -0.459 / -0.501
Charge: +2
Multiplicity: 5
ΔE to the lowest compared entry with this formula, charge and spin in kJ/mol: 656.79

***

Entry 3:
C32H55N4OP2Tc | ωB97M-V with the def2-TZVPD basis set

Atoms and positions in Å:
C1 -2.374 1.326 0.438
C2 -2.026 -0.517 -1.069
C3 -3.689 1.445 0.008
C4 -3.286 -0.242 -1.673
C5 -4.146 0.659 -1.068
H1 -4.318 2.213 0.455
H2 -3.570 -0.969 -2.448
H3 -5.157 0.763 -1.451
N1 -1.565 0.368 -0.063
P1 0.131 2.328 1.228
P2 0.017 -2.193 -0.208
C6 -1.732 2.288 1.429
H4 -2.114 3.307 1.256
H5 -1.992 1.987 2.461
C7 2.309 0.134 1.137
O1 3.429 0.127 1.636
C8 -1.299 -1.696 -1.323
H6 -1.356 -2.129 -2.473
C9 1.511 -3.131 -1.064
C10 -1.144 -3.494 0.498
C11 0.411 3.579 -0.199
C12 0.722 3.141 2.824
C13 2.798 -2.300 -0.985
H7 3.145 -2.169 0.046
H8 3.592 -2.834 -1.530
H9 2.687 -1.314 -1.444
C14 1.818 -4.466 -0.372
H10 2.055 -4.337 0.692
H11 1.019 -5.205 -0.476
H12 2.710 -4.901 -0.849
C15 1.181 -3.350 -2.537
H13 2.009 -3.904 -3.013
H14 0.278 -3.953 -2.682
H15 1.072 -2.388 -3.059
C16 -0.476 -4.177 1.697
H16 0.315 -3.553 2.131
H17 -1.238 -4.340 2.467
H18 -0.064 -5.159 1.436
C17 -2.412 -2.776 0.974
H19 -2.180 -1.982 1.691
H20 -3.007 -2.360 0.153
H21 -3.015 -3.528 1.493
C18 -1.530 -4.499 -0.614
H22 -1.558 -4.074 -1.627
H23 -0.884 -5.387 -0.612
H24 -2.550 -4.854 -0.397
C19 2.217 3.464 2.672
H25 2.575 3.860 3.634
H26 2.798 2.558 2.443
H27 2.420 4.222 1.906
C20 0.574 2.153 3.984
H28 -0.475 1.890 4.172
H29 1.149 1.238 3.811
H30 0.968 2.634 4.893
C21 -0.093 4.393 3.204
H31 -1.171 4.253 3.052
H32 0.065 4.579 4.278
H33 0.231 5.297 2.679
C22 -0.619 3.320 -1.306
H34 -1.635 3.597 -0.999
H35 -0.355 3.929 -2.186
H36 -0.613 2.265 -1.607
C23 1.821 3.317 -0.758
H37 1.852 2.385 -1.327
H38 2.088 4.140 -1.438
H39 2.586 3.257 0.034
C24 0.284 5.049 0.222
H40 -0.689 5.258 0.684
H41 1.096 5.372 0.886
H42 0.351 5.668 -0.688
Tc1 0.521 0.064 0.643
N2 1.075 0.551 -1.406
C25 0.717 0.104 -2.466
C26 0.419 0.092 -3.898
C27 -0.531 -0.928 -4.546
C28 -0.169 1.462 -4.109
C29 1.844 -0.071 -4.376
H43 -0.225 -1.970 -4.432
H44 -1.573 -0.839 -4.217
H45 -0.522 -0.719 -5.636
H46 0.486 2.189 -3.611
H47 -0.176 1.615 -5.186
H48 -1.181 1.567 -3.686
H49 1.818 -0.640 -5.296
H50 2.226 0.943 -4.506
H51 2.489 -0.580 -3.636
N3 1.176 -1.507 3.350
C30 0.691 -1.864 4.563
C31 -0.645 -1.439 4.598
C32 -0.897 -0.816 3.357
N4 0.246 -0.843 2.593
H52 2.131 -1.682 3.034
H53 1.275 -2.364 5.297
H54 -1.346 -1.548 5.387
H55 -1.802 -0.358 3.027

Output
E_HOMO (spin up / spin down) in Eh: -0.614 / -0.647
Charge: +3
Multiplicity: 4
ΔE to the lowest compared entry with this formula, charge and spin in kJ/mol: 233.95

***

Entry 4:
C32H56FI2N3O5 | ωB97M-V with the def2-TZVPD basis set

Atoms and positions in Å:
C1 0.271 2.305 -0.467
C2 -0.872 1.989 0.126
C3 -2.221 1.229 0.635
C4 -2.591 -0.035 -0.304
O1 -2.826 -1.280 0.399
C5 -1.729 -1.648 1.277
C6 -2.026 -3.199 1.727
C7 -1.210 -3.647 3.045
O2 -2.008 -3.530 4.287
C8 -1.618 -2.358 5.029
O3 -0.508 -2.440 5.678
C9 -2.465 -0.997 5.123
C10 -1.623 0.326 4.636
C11 -0.262 -1.624 0.603
N1 -0.010 -2.682 -0.420
F1 -0.990 -2.750 -1.370
C12 -3.969 0.329 -1.111
I1 -3.909 0.665 -3.284
C13 -5.245 0.465 -0.426
C14 -5.434 0.265 1.158
I2 -7.076 0.985 -1.552
H1 1.218 2.848 -0.858
H2 -3.069 2.015 0.474
H3 -2.204 1.015 1.762
H4 -1.785 -0.135 -1.143
H5 -1.788 -1.036 2.264
H6 -3.163 -3.225 1.994
H7 -1.897 -3.946 0.861
H8 -0.184 -3.125 3.135
H9 -0.984 -4.787 2.944
H10 -3.488 -1.049 4.576
H11 -2.716 -0.811 6.246
H12 -1.305 1.003 5.508
H13 -2.332 0.872 3.891
H14 -0.669 -0.011 4.057
H15 0.055 -0.612 0.153
H16 0.496 -1.829 1.468
H17 0.210 -3.600 -0.001
H18 -4.678 0.843 1.805
H19 -5.347 -0.875 1.396
H20 -6.514 0.562 1.457
C15 3.836 5.511 4.194
C16 2.775 4.923 3.219
C17 1.371 5.489 3.550
C18 0.747 4.888 4.804
C19 0.738 3.367 4.724
C20 2.137 2.775 4.443
N2 2.819 3.425 3.276
O4 2.230 2.944 2.134
C21 3.002 2.915 5.720
C22 1.996 1.238 4.263
C23 3.176 5.490 1.829
H21 3.386 6.118 4.981
H22 4.451 4.742 4.665
H23 4.561 6.146 3.674
H24 0.689 5.303 2.710
H25 1.419 6.579 3.661
H26 1.283 5.227 5.696
H27 -0.285 5.254 4.913
H28 0.337 2.962 5.661
H29 0.036 3.062 3.936
H30 4.030 2.584 5.537
H31 2.607 2.293 6.531
H32 3.033 3.931 6.115
H33 1.296 0.970 3.466
H34 1.611 0.771 5.177
H35 2.963 0.777 4.042
H36 4.153 5.109 1.513
H37 3.243 6.582 1.866
H38 2.448 5.256 1.048
C24 -0.589 -3.057 -8.016
C25 0.866 -2.646 -7.647
C26 1.744 -3.907 -7.442
C27 1.475 -4.634 -6.130
C28 1.581 -3.676 -4.952
C29 0.678 -2.432 -5.110
N3 0.845 -1.758 -6.440
O5 2.031 -1.067 -6.407
C30 -0.797 -2.859 -4.904
C31 0.950 -1.470 -3.921
C32 1.395 -1.928 -8.921
H39 -0.743 -4.136 -7.957
H40 -1.338 -2.571 -7.388
H41 -0.856 -2.749 -9.032
H42 2.805 -3.627 -7.463
H43 1.602 -4.606 -8.275
H44 0.491 -5.113 -6.154
H45 2.205 -5.448 -6.005
H46 1.328 -4.212 -4.030
H47 2.630 -3.366 -4.845
H48 -1.479 -2.023 -5.091
H49 -0.970 -3.185 -3.872
H50 -1.099 -3.698 -5.533
H51 2.001 -1.176 -3.849
H52 0.701 -1.947 -2.967
H53 0.344 -0.562 -4.002
H54 0.837 -1.006 -9.115
H55 1.283 -2.574 -9.798
H56 2.457 -1.679 -8.858

Output
E_HOMO (spin up / spin down) in Eh: -0.321 / -0.322
Charge: 0
Multiplicity: 3
ΔE to the lowest compared entry with this formula, charge and spin in kJ/mol: 313.52